1.
C5H7N4OS as an isolated structure in a non-equilibrium geometry, computed with wB97M-V/def2-TZVPD.

Geometry (Å):
1 C -0.543 1.701 -1.394
2 C -0.855 3.030 -1.457
3 C 1.010 -0.275 1.259
4 C 0.386 -2.430 0.610
5 C -0.255 -1.446 -0.400
6 N -0.883 2.146 0.780
7 N -0.593 1.304 -0.114
8 N 1.340 -1.590 1.323
9 N -0.078 -0.271 0.379
10 O 1.489 0.685 1.781
11 S -1.155 3.588 0.139
12 H -0.296 1.026 -2.192
13 H -0.898 3.657 -2.325
14 H -0.383 -2.820 1.288
15 H 0.893 -3.262 0.122
16 H 0.291 -1.433 -1.349
17 H -1.308 -1.666 -0.572
18 H 1.841 -1.944 2.124

charge = +1
ΔE to the lowest compared entry with this formula, charge and spin = 37.9 kcal/mol
spin multiplicity = 1
total energy = -24132.0387 eV

=====

2.
One molecule with the formula C5H7N5 in a non-equilibrium geometry, computed with wB97M-V/def2-TZVPD.

Geometry (Å):
1 C -0.086 1.522 0.183
2 N -0.123 0.076 0.322
3 C 1.085 -0.721 -0.204
4 C -1.259 -0.611 0.058
5 N -1.368 -1.878 -0.066
6 N -2.758 -2.068 -0.191
7 N -3.529 -1.057 -0.207
8 C -2.834 0.045 -0.120
9 C -3.241 1.368 0.035
10 N -3.488 2.484 0.048
11 H -0.664 1.881 -0.634
12 H -0.540 1.867 1.205
13 H 0.924 1.887 0.228
14 H 1.998 -0.183 0.243
15 H 1.065 -1.737 0.168
16 H 1.059 -0.651 -1.288
17 H -3.005 -3.020 -0.114

charge = 0
ΔE to the lowest compared entry with this formula, charge and spin = 63.2 kcal/mol
spin multiplicity = 1
total energy = -12746.0341 eV
structure (SMILES) = CN(C)c1n[nH]nc1C#N

=====

3.
One molecule with the formula C5H7N5S in a non-equilibrium geometry, computed with wB97M-V/def2-TZVPD.

Geometry (Å):
1 C 0.093 1.164 3.735
2 C -0.608 1.005 1.145
3 C 0.680 0.571 1.522
4 C -1.338 1.823 2.025
5 C 0.656 -1.280 -2.183
6 N -0.977 1.812 3.351
7 N 1.037 0.793 2.801
8 N -1.299 0.742 -0.057
9 N -0.814 0.026 -0.969
10 N 0.185 -0.735 -0.884
11 S -2.649 2.957 1.664
12 H 0.242 0.980 4.685
13 H 0.278 -2.234 -2.227
14 H 0.505 -0.682 -3.164
15 H 1.637 -1.387 -1.997
16 H 1.951 0.398 2.949
17 H -2.448 2.853 0.352
18 H -1.334 0.042 -1.998

charge = 0
ΔE to the lowest compared entry with this formula, charge and spin = 63.0 kcal/mol
spin multiplicity = 1
total energy = -23578.3049 eV

=====

4.
C5H7N6S2 as an isolated structure in a non-equilibrium geometry, computed with wB97M-V/def2-TZVPD.

Geometry (Å):
1 C 1.487 1.584 -1.244
2 C -1.462 1.065 0.426
3 C -1.051 -1.305 -0.052
4 C 0.075 1.380 0.594
5 C 1.084 -0.201 0.198
6 N 0.242 -1.298 -0.057
7 N -1.657 -3.452 -0.594
8 N -1.634 -2.467 0.119
9 N 0.667 2.216 -0.447
10 N -1.821 -0.138 0.159
11 N 1.766 0.371 -0.982
12 S -2.487 2.224 0.843
13 S 2.454 -0.595 1.282
14 H 2.127 2.034 -1.951
15 H 0.256 1.799 1.544
16 H -1.938 -4.268 0.009
17 H 0.393 3.250 -0.544
18 H -2.758 -0.157 0.412
19 H 2.190 -0.319 -1.668
20 H 2.067 -1.724 1.954

charge = +1
ΔE to the lowest compared entry with this formula, charge and spin = 14.4 kcal/mol
spin multiplicity = 1
total energy = -35899.2486 eV

=====

5.
One molecule with the formula C5H7N7 in a non-equilibrium geometry, computed with wB97M-V/def2-TZVPD.

Geometry (Å):
1 H 0.586 0.749 2.310
2 N 0.768 0.560 1.330
3 C -0.178 0.031 0.663
4 C 0.021 -0.257 -0.852
5 C -0.955 -0.868 -1.628
6 C -2.175 -1.218 -0.991
7 N -2.368 -0.973 0.260
8 N -1.440 -0.388 1.027
9 N -1.889 -0.258 2.355
10 N -0.496 -0.979 -2.905
11 C 0.691 -0.431 -2.896
12 N 1.060 0.021 -1.666
13 N 2.182 0.759 -1.321
14 H -2.986 -1.691 -1.520
15 H -1.111 -0.013 2.960
16 H -2.618 0.449 2.413
17 H 1.337 -0.368 -3.750
18 H 3.037 0.258 -1.553
19 H 2.130 0.936 -0.314

charge = 0
ΔE to the lowest compared entry with this formula, charge and spin = 4.6 kcal/mol
spin multiplicity = 1
total energy = -15726.5970 eV
structure (SMILES) = [H]/N=c1/c2c(cnn1N)ncn2N

=====

6.
One molecule with the formula C5H7NO, computed with wB97M-V/def2-TZVPD.

Geometry (Å):
1 C -1.804 0.458 -0.007
2 C -0.360 0.324 -0.473
3 C 0.650 1.494 -0.356
4 C 1.824 0.842 -0.226
5 N 1.675 -0.623 -0.112
6 C 0.405 -0.834 0.051
7 O -0.016 -1.836 0.803
8 H -2.219 1.384 -0.410
9 H -1.880 0.526 1.084
10 H -2.435 -0.373 -0.357
11 H -0.370 0.162 -1.568
12 H -0.899 -1.597 1.121
13 H 2.832 1.164 -0.002
14 H 2.381 -1.311 0.113

charge = 0
ΔE to the lowest compared entry with this formula, charge and spin = 91.2 kcal/mol
spin multiplicity = 1
total energy = -8832.2468 eV

=====

7.
A 2-piece molecular cluster, C5H7NO overall in a non-equilibrium geometry, computed with wB97M-V/def2-TZVPD.

Geometry (Å):
1 C -2.049 -0.438 0.349
2 C -1.202 0.200 -0.724
3 C -0.383 1.202 -0.507
4 N 0.370 2.156 -0.310
5 H -1.873 0.030 1.320
6 H -3.116 -0.352 0.117
7 H -1.810 -1.503 0.447
8 H -1.255 -0.185 -1.739
9 H 1.305 1.831 -0.042
10 C 2.349 -0.335 -0.123
11 C 1.452 -1.021 0.556
12 O 0.684 -1.638 1.181
13 H 3.263 -0.031 0.373
14 H 2.161 -0.088 -1.162

charge = 0
ΔE to the lowest compared entry with this formula, charge and spin = 59.3 kcal/mol
spin multiplicity = 1
total energy = -8833.6315 eV
structure (SMILES) = CC=C=N.C=C=O

=====

8.
C5H7NO as an isolated structure, computed with wB97M-V/def2-TZVPD.

Geometry (Å):
1 C 1.489 -0.623 1.022
2 C 0.533 -0.099 0.002
3 N 0.731 1.160 -0.685
4 C -0.494 1.039 0.054
5 C -1.563 0.278 -0.754
6 C -0.610 -0.901 -0.513
7 O -0.910 -2.034 -0.230
8 H 0.956 -1.333 1.662
9 H 1.895 0.193 1.625
10 H 2.319 -1.151 0.541
11 H 0.599 1.132 -1.692
12 H -0.646 1.658 0.928
13 H -1.782 0.719 -1.737
14 H -2.471 -0.093 -0.264

charge = 0
ΔE to the lowest compared entry with this formula, charge and spin = 49.6 kcal/mol
spin multiplicity = 1
total energy = -8834.0511 eV